Computed, not measured: one molecule with the formula C2H3ClS at a distorted geometry, with ωB97M-V/def2-TZVPD.

Last column: Mulliken charge in e.
Element x y z (Å)
1 C -0.250 -0.177 0.318  -0.42
2 C 1.024 -0.353 -0.451  -0.19
3 S 0.254 -1.931 0.050  -0.09
4 Cl 2.573 0.178 0.060  -0.16
5 H 0.051 -0.036 1.550  0.22
6 H -1.355 0.106 -0.020  0.29
7 H 0.972 -0.128 -1.503  0.35

Values from the calculation:
Kohn-Sham gap ... 9.94 eV
HOMO energy ... -9.2 eV
Charge ... 0
ΔE to the lowest compared entry with this formula, charge and spin ... 21.00 kcal/mol
Energy ... -936.32334 Eh
Maximum force ... 0.0782 hartree/bohr